[1]
{
  "formula": "Cd3N9O27",
  "method": "ωB97M-V/def2-TZVPD",
  "charge": -4,
  "homo_ev": [3.50, 1.50],
  "gap_ev": [2.2, 4.2],
  "spin_multiplicity": 2,
  "s_squared": 0.751,
  "species": ["O", "O", "O", "O", "N", "O", "Cd", "O", "Cd", "O", "N", "O", "O", "N", "O", "O", "O", "O", "O", "O", "O", "O", "O", "O", "O", "O", "Cd", "O", "O", "O", "O", "N", "O", "N", "N", "N", "N", "O", "N"],
  "coordinates": [[-0.078, 3.201, -0.633], [-1.264, -4.634, -1.786], [4.019, 1.036, -2.586], [-4.420, -4.922, 1.466], [3.251, -2.757, -1.909], [-2.847, 3.035, 1.287], [1.381, 2.034, 0.494], [0.395, 5.192, -1.004], [-3.005, -1.114, 1.850], [-3.180, 1.018, 1.210], [0.087, 3.507, 3.146], [-0.169, 0.625, 0.792], [-0.821, 4.282, 2.778], [-0.434, -0.437, 0.208], [-3.644, -2.868, 1.115], [-2.665, -3.266, -2.635], [-1.048, 4.315, -2.054], [0.308, 3.573, 4.373], [-1.513, -1.079, 0.463], [0.841, 2.939, 2.365], [-0.674, -2.674, -2.533], [0.289, -0.868, -0.672], [-2.643, -4.498, 0.895], [3.372, -0.341, 3.505], [3.803, -2.840, -0.823], [1.886, 0.861, -2.244], [0.575, -1.102, -2.887], [3.472, -3.350, -2.967], [2.436, -2.016, -1.960], [-3.061, 2.118, -0.697], [2.728, 2.131, -0.993], [2.793, -0.346, 2.415], [2.396, 0.718, 1.894], [-3.633, -4.053, 1.214], [-0.245, 4.185, -1.303], [-3.041, 2.017, 0.518], [-1.549, -3.556, -2.251], [2.968, -1.451, 1.892], [2.934, 1.384, -1.946]]
}



[2]
{
  "formula": "C11H14N2O4",
  "method": "ωB97M-V/def2-TZVPD",
  "relative_energy_ev": 2.8634,
  "charge": 0,
  "homo_ev": -8.70,
  "smiles": "N[C@@H](Cc1ccc(O)cc1)C(=O)NCC(=O)O",
  "gap_ev": 9.2,
  "species": ["C", "C", "H", "H", "O", "C", "C", "H", "N", "C", "O", "H", "C", "H", "O", "H", "C", "O", "H", "H", "C", "H", "C", "C", "H", "C", "N", "H", "H", "H", "H"],
  "coordinates": [[0.672, -1.544, 0.128], [1.731, 2.030, -0.841], [-2.073, 2.022, -0.502], [1.285, 3.075, -2.787], [-3.345, -1.589, 1.148], [-0.195, 1.440, 0.438], [1.127, 1.314, 0.237], [1.525, 0.341, 2.008], [2.840, -0.856, -0.876], [-2.113, -1.718, 1.600], [-1.722, -0.974, 2.533], [-3.764, -0.815, 1.515], [0.921, 2.558, -1.946], [2.416, -0.254, -1.558], [0.035, -1.470, -0.910], [-0.626, 1.170, 1.320], [1.950, 0.302, 1.007], [-1.071, 3.184, -2.803], [2.491, -1.631, 1.012], [3.003, 0.691, 1.210], [2.036, -0.896, 0.298], [-1.538, -3.088, 0.083], [-0.999, 2.102, -0.570], [-0.386, 2.628, -1.710], [-1.287, -3.991, 1.546], [-1.230, -2.927, 1.100], [0.193, -2.448, 1.096], [0.621, -2.445, 2.113], [2.907, 2.331, -0.945], [-1.319, 2.613, -3.465], [2.873, -1.837, -1.282]]
}



[3]
{
  "formula": "C15H18O2",
  "method": "ωB97M-V/def2-TZVPD",
  "relative_energy_ev": 0.4923,
  "charge": -1,
  "homo_ev": [0.55, -3.49],
  "gap_ev": [2.1, 6.1],
  "spin_multiplicity": 2,
  "s_squared": 0.762,
  "species": ["C", "H", "H", "C", "H", "C", "H", "C", "C", "C", "H", "C", "C", "H", "H", "O", "H", "C", "H", "C", "H", "C", "O", "C", "H", "H", "H", "H", "H", "C", "C", "H", "H", "C", "H"],
  "coordinates": [[2.758, 1.007, 2.785], [-3.549, 0.732, 1.095], [-0.045, 0.864, -3.204], [-1.530, 0.393, 1.665], [2.349, -4.236, -0.368], [-2.341, 1.010, -0.686], [-4.234, 0.807, -3.551], [-3.391, 0.865, -2.873], [-1.104, 1.076, -1.306], [-2.593, 1.161, 0.800], [-0.253, 1.355, -0.702], [-3.491, 0.870, -1.492], [2.458, -1.547, 2.384], [2.321, -1.758, 3.441], [2.182, -3.609, 1.736], [2.370, -3.402, -0.799], [2.824, 1.973, 2.310], [-0.987, 0.978, -2.681], [3.666, 0.895, 3.393], [-2.125, 0.741, -3.446], [-1.923, -0.547, 2.038], [2.803, -0.045, 0.559], [-1.976, 0.689, -4.807], [2.462, -2.335, 0.071], [-0.620, 0.103, 1.148], [2.667, -0.862, -1.484], [-2.567, 2.208, 1.101], [-2.779, 0.889, -5.261], [-4.346, 0.479, -0.951], [2.428, -1.035, -0.443], [2.439, -2.598, 1.432], [-1.276, 1.076, 2.468], [2.891, 0.991, 0.234], [2.620, -0.228, 1.933], [1.892, 1.041, 3.462]]
}



[4]
{
  "formula": "C13H24InN4S5",
  "method": "ωB97M-V/def2-TZVPD",
  "charge": 1,
  "homo_ev": -9.02,
  "gap_ev": 6.8,
  "species": ["H", "In", "H", "S", "H", "C", "H", "N", "C", "S", "S", "H", "C", "C", "H", "C", "H", "N", "H", "H", "S", "C", "H", "H", "N", "H", "H", "C", "H", "H", "H", "H", "S", "C", "H", "H", "C", "C", "H", "H", "H", "C", "N", "C", "H", "H", "C"],
  "coordinates": [[1.492, -1.979, 3.571], [0.000, 0.000, 0.000], [-4.230, -0.526, -1.243], [-3.240, -3.148, -0.953], [4.270, 0.555, -0.299], [2.256, 2.171, -1.261], [3.851, -1.021, 1.688], [-3.222, -0.475, -1.174], [-0.433, -1.102, 3.161], [0.093, 2.384, 0.448], [2.033, 0.364, -1.240], [1.528, -0.233, 3.345], [3.460, -0.180, -0.260], [1.804, 2.847, 0.025], [-0.577, -6.911, -0.918], [-1.174, 0.846, -1.581], [0.277, -5.368, -1.094], [-1.362, -1.580, -0.242], [-1.139, -5.714, -2.099], [-0.742, 1.512, 3.974], [1.518, -1.441, 1.230], [-0.712, -5.840, -1.099], [1.672, 2.559, -2.104], [-1.828, 2.277, 2.821], [-1.784, 1.286, -2.402], [-0.866, -2.086, 2.944], [0.276, 3.439, 2.611], [3.056, -0.468, 1.177], [3.841, -1.097, -0.724], [-2.577, -5.761, -0.030], [-0.685, -0.875, 4.202], [-1.166, -5.396, 0.953], [-1.247, 0.096, 2.059], [-2.557, -1.580, -0.787], [2.915, 0.475, 1.712], [1.846, 3.935, -0.094], [1.077, -1.159, 2.976], [-0.921, 1.668, 2.905], [1.184, 1.926, 2.557], [-2.872, 0.401, -0.801], [0.992, 0.653, 1.363], [-1.804, -3.771, -0.247], [-0.923, -2.849, 0.078], [0.245, 2.402, 2.262], [2.487, 2.586, 0.838], [3.303, 2.410, -1.474], [-1.615, -5.236, -0.034]]
}



[5]
{
  "formula": "H4N4O2",
  "method": "ωB97M-V/def2-TZVPD",
  "relative_energy_ev": 0.5092,
  "charge": 0,
  "homo_ev": -8.69,
  "smiles": "N/N=[N+](\\[O-])NO",
  "gap_ev": 9.9,
  "species": ["H", "H", "O", "H", "N", "N", "O", "N", "N", "H"],
  "coordinates": [[0.696, -2.218, 0.466], [1.094, -0.596, -1.661], [-0.290, -0.677, 1.082], [-1.107, 1.386, 1.317], [-0.674, 1.851, 0.520], [0.006, -0.176, -0.026], [1.160, -2.121, -0.397], [-0.156, 1.010, -0.401], [0.474, -1.056, -0.997], [-1.203, 2.597, 0.097]]
}



[6]
{
  "formula": "C5H9NO",
  "method": "ωB97M-V/def2-TZVPD",
  "relative_energy_ev": 3.9448,
  "charge": 0,
  "homo_ev": -8.73,
  "gap_ev": 9.5,
  "species": ["H", "H", "H", "H", "H", "N", "C", "C", "O", "H", "C", "H", "H", "C", "H", "C"],
  "coordinates": [[2.306, 1.315, -0.437], [-0.339, 2.195, -1.430], [-1.033, -0.784, 2.532], [-0.300, -2.186, 1.631], [-2.075, -2.105, 1.898], [0.499, -1.647, -0.888], [-0.233, 1.146, -1.757], [0.421, 0.322, -0.680], [-1.348, -0.864, 0.481], [1.048, 1.860, 0.676], [-1.160, -1.533, 1.741], [1.830, 0.288, 0.957], [-1.230, 0.754, -1.980], [1.474, 0.968, 0.179], [0.390, 1.128, -2.648], [-0.251, -0.857, -0.275]]
}



[7]
{
  "formula": "C43H36N5O2RuSTe",
  "method": "ωB97M-V/def2-TZVPD",
  "relative_energy_ev": 1.2739,
  "charge": 0,
  "homo_ev": [-6.87, -6.83],
  "gap_ev": [6.6, 6.5],
  "spin_multiplicity": 2,
  "s_squared": 0.757,
  "species": ["H", "H", "C", "C", "H", "N", "H", "Te", "H", "C", "C", "Ru", "H", "C", "C", "C", "C", "C", "H", "C", "H", "H", "C", "N", "N", "C", "H", "H", "C", "H", "O", "N", "H", "S", "C", "C", "H", "C", "H", "H", "H", "C", "H", "C", "C", "C", "C", "H", "C", "H", "H", "H", "C", "C", "H", "H", "C", "C", "H", "C", "C", "H", "H", "C", "C", "C", "H", "C", "H", "C", "H", "H", "H", "H", "O", "H", "C", "C", "C", "H", "C", "C", "N", "C", "C", "H", "C", "C", "C"],
  "coordinates": [[2.478, 1.334, -3.473], [2.502, -5.792, -0.615], [-1.263, 1.125, -4.361], [1.248, -6.414, -2.241], [-1.251, -3.884, 3.192], [0.334, 2.948, -0.408], [-5.390, 0.696, 2.518], [2.161, -1.246, -1.841], [0.584, -1.934, -3.929], [0.730, 4.801, -1.868], [-1.289, 4.686, -0.610], [1.015, 0.723, -0.643], [4.291, 0.138, 2.914], [-4.731, 0.738, 0.504], [0.208, -4.649, -3.495], [0.507, 1.045, -2.648], [-2.141, 0.685, 1.587], [-1.131, -2.013, 0.392], [-4.840, 1.923, 4.314], [-4.525, 0.700, 1.867], [1.421, 5.271, -2.555], [6.521, 1.093, 2.541], [1.635, -4.113, -1.626], [2.661, 1.823, -0.952], [2.178, 0.267, 1.134], [3.765, 1.559, -0.114], [-1.554, 0.679, 5.473], [-0.840, 6.263, -2.003], [-0.503, 5.341, -1.548], [-5.734, 0.772, 0.098], [3.375, 3.798, -1.910], [-0.046, -1.271, 0.624], [-1.126, 0.686, 1.962], [-3.517, 0.859, -2.061], [-3.080, 0.672, 3.954], [-0.848, 0.986, -3.036], [-1.071, -0.180, 4.011], [-1.596, -2.970, 1.273], [1.760, 1.568, -5.782], [-3.617, -0.642, 5.593], [-0.040, -6.733, -3.930], [-1.613, 0.692, 4.383], [3.318, -3.301, -0.522], [0.636, -1.481, 1.745], [-3.234, 0.689, 2.433], [1.851, -5.473, -1.421], [0.228, -2.409, 2.700], [-1.418, 2.972, 0.674], [-3.776, 1.902, 4.553], [-1.663, -1.817, -0.532], [1.750, -2.995, 0.219], [-3.325, 2.823, 4.176], [3.484, 0.815, 1.051], [-3.616, 0.746, -0.329], [-1.100, 1.591, 4.035], [1.428, -7.468, -2.075], [-2.331, 0.692, 0.204], [-0.909, -3.157, 2.466], [0.838, -2.529, 3.585], [5.754, 1.218, 1.787], [2.274, -3.079, -0.731], [5.234, 2.618, -1.245], [7.021, 2.301, 0.435], [-1.782, 0.819, -1.947], [5.039, 2.070, -0.337], [0.805, -3.699, -2.672], [-0.642, 1.434, -6.388], [-0.831, 3.499, -0.067], [-2.479, -3.545, 1.030], [-0.330, 1.327, -5.357], [-2.244, 5.083, -0.294], [-2.320, 1.079, -4.605], [-0.353, -1.883, -2.431], [-4.793, -0.653, 4.275], [2.719, -1.291, 2.771], [-0.425, -4.324, -4.312], [1.419, 1.261, -3.692], [0.424, -6.001, -3.280], [-3.727, -0.606, 4.507], [-3.677, 1.894, 5.640], [4.494, 0.678, 2.006], [1.109, 3.610, -1.277], [-1.323, 0.695, -0.742], [0.578, -2.226, -2.880], [1.015, 1.400, -5.014], [-3.248, -1.492, 4.084], [1.962, -0.784, 1.939], [6.033, 1.895, 0.615], [2.504, 3.070, -1.466]]
}



[8]
{
  "formula": "C6H7NO",
  "method": "ωB97M-V/def2-TZVPD",
  "relative_energy_ev": 5.1264,
  "charge": 0,
  "homo_ev": -9.62,
  "gap_ev": 10.0,
  "species": ["H", "C", "C", "C", "C", "H", "N", "H", "H", "H", "C", "O", "H", "C", "H"],
  "coordinates": [[1.364, 0.905, -1.969], [-1.405, 0.048, -0.352], [1.210, -0.698, -0.517], [0.181, -1.196, 0.554], [-0.680, -0.146, 0.903], [0.845, -1.492, 1.322], [-0.307, 1.319, 0.956], [2.249, -1.175, -0.870], [0.540, 1.506, 1.241], [-0.347, -2.148, 0.042], [-0.501, 1.263, -0.551], [-2.384, -0.669, -0.818], [-0.596, 2.408, -0.888], [0.740, 0.393, -1.150], [-0.907, -0.317, 2.097]]
}



[9]
{
  "formula": "C3H6OS",
  "method": "ωB97M-V/def2-TZVPD",
  "relative_energy_ev": 5.5545,
  "charge": 0,
  "homo_ev": [-7.99, -7.84],
  "gap_ev": [3.9, 3.7],
  "species": ["C", "H", "C", "S", "O", "H", "H", "H", "H", "H", "C"],
  "coordinates": [[-0.293, -0.437, 0.160], [0.805, 0.976, -0.741], [-1.557, -1.071, 0.302], [3.193, -0.389, -0.040], [-2.584, -0.618, -0.242], [-0.993, 1.177, -0.954], [-0.097, 1.782, 0.524], [-1.470, -2.099, 0.751], [0.563, -1.069, 0.203], [2.584, 0.741, 0.395], [-0.151, 1.006, -0.358]]
}



[10]
{
  "formula": "C3H4N2O3",
  "method": "ωB97M-V/def2-TZVPD",
  "relative_energy_ev": 6.5187,
  "charge": 0,
  "homo_ev": -11.53,
  "gap_ev": 9.6,
  "species": ["N", "O", "O", "N", "H", "C", "O", "H", "H", "H", "C", "C"],
  "coordinates": [[0.789, -0.999, 0.161], [0.803, -1.294, 1.355], [1.503, -1.581, -0.641], [2.078, 2.142, 0.147], [-1.975, 1.020, 0.032], [-0.162, -0.056, -0.337], [-0.145, -0.074, -1.674], [-1.906, -0.678, 0.699], [-1.325, 0.654, 1.523], [0.553, -0.799, -1.929], [-1.396, 0.198, 0.531], [1.183, 1.468, 0.132]]
}



[11]
{
  "formula": "C48H46AsBiCl3N3O2SSi",
  "method": "ωB97M-V/def2-TZVPD",
  "relative_energy_ev": 0.0000,
  "charge": -2,
  "homo_ev": -1.07,
  "gap_ev": 5.0,
  "species": ["H", "C", "C", "H", "C", "O", "H", "C", "H", "C", "N", "C", "H", "C", "H", "H", "Cl", "H", "H", "C", "C", "C", "C", "H", "C", "Cl", "H", "H", "N", "H", "H", "C", "C", "N", "C", "C", "Cl", "H", "C", "C", "C", "H", "Si", "H", "H", "C", "C", "C", "H", "H", "C", "H", "H", "H", "H", "C", "H", "H", "C", "H", "H", "C", "Bi", "C", "H", "H", "O", "C", "C", "C", "C", "C", "H", "H", "H", "C", "C", "C", "C", "H", "H", "C", "H", "S", "H", "C", "C", "H", "C", "C", "H", "C", "C", "H", "H", "C", "C", "H", "C", "H", "H", "C", "H", "C", "H", "As"],
  "coordinates": [[0.717, -6.872, 2.100], [-0.303, 2.110, -3.822], [-3.168, 1.049, 3.775], [2.628, 4.818, 1.059], [0.234, -3.670, 0.956], [0.799, -1.493, -3.165], [3.302, -0.260, 0.262], [0.081, 1.969, -2.488], [3.531, -4.248, 0.221], [-3.725, 1.475, 4.963], [-0.727, -2.680, 0.867], [0.971, -5.925, 1.636], [4.848, 2.856, 2.907], [5.006, -1.241, -2.514], [5.836, -0.953, -3.148], [1.128, 2.150, 5.034], [2.277, -2.953, -5.313], [-1.630, -0.008, 7.160], [-3.926, -4.677, -0.086], [1.893, 1.446, -4.549], [2.429, 0.911, 4.102], [2.258, -5.692, 1.175], [4.271, -2.387, -2.799], [-2.362, -4.281, 3.238], [-1.472, -0.137, 5.042], [-2.118, -0.758, -2.956], [-3.372, 7.470, -2.713], [-3.993, -3.694, 2.861], [3.157, 1.993, 3.728], [-0.949, 7.009, -2.967], [-1.319, 2.399, -4.061], [-3.291, 4.253, -1.646], [-0.270, -3.522, -5.999], [1.460, 1.195, 5.024], [0.596, 1.849, -4.845], [3.588, -0.837, -0.609], [-2.695, -4.337, -6.965], [-0.989, -5.146, 1.918], [-0.002, -4.940, 1.529], [-3.814, 5.499, -1.985], [2.279, 1.291, -3.229], [5.207, 0.439, -1.183], [-2.423, -3.033, 1.039], [3.268, 0.920, -2.987], [-2.737, -2.564, 3.415], [2.532, -4.463, 0.581], [-1.932, 3.985, -1.772], [3.199, -2.762, -2.004], [-3.368, -1.310, -0.487], [2.599, -3.626, -2.255], [-1.612, 6.236, -2.596], [-3.637, 1.303, 2.830], [0.693, 0.533, 5.035], [1.488, 3.766, -0.834], [-4.625, 2.082, 4.927], [-1.953, 0.277, 3.746], [1.670, 1.342, -1.182], [-0.042, 4.796, -2.393], [-3.541, -1.623, 0.546], [-2.633, -4.095, -1.157], [-2.287, -5.343, 0.043], [-1.100, 4.991, -2.261], [-0.070, -0.466, 1.056], [-2.859, -4.430, -0.138], [-4.583, -1.957, 0.640], [-3.393, -0.758, 1.196], [1.796, -2.261, -0.101], [-0.213, 3.110, 0.315], [1.084, 4.332, 2.477], [-1.278, -0.023, 2.586], [0.063, -2.019, -4.024], [-1.377, -1.886, -4.068], [-3.275, -2.458, -4.863], [3.039, -6.434, 1.278], [3.986, 1.762, 1.811], [-2.201, -2.580, -4.927], [-3.169, 1.156, 6.207], [-2.925, -3.453, 2.800], [1.020, 3.738, 0.141], [4.953, 1.082, 3.118], [3.090, 2.805, 4.317], [4.303, 1.914, 2.844], [1.593, 4.802, 3.312], [2.658, -0.611, 3.484], [0.174, -4.128, -6.778], [-0.151, 3.727, 2.659], [-2.973, 6.496, -2.454], [-0.666, -0.864, 5.066], [-1.647, -3.417, -5.885], [-0.789, 3.118, 1.586], [4.515, -2.986, -3.669], [2.867, -1.987, -0.904], [0.538, -2.834, -5.116], [-0.627, 3.709, 3.634], [-3.950, 3.476, -1.276], [1.373, 1.542, -2.206], [1.666, 4.341, 1.213], [2.586, 1.212, -5.349], [4.652, -0.463, -1.417], [-3.612, 1.508, 7.130], [0.275, 1.936, -5.876], [-2.051, 0.316, 6.211], [-4.876, 5.689, -1.881], [1.550, -3.502, 0.456], [-1.747, 2.636, 1.749], [-1.282, 2.224, -1.102]]
}



[12]
{
  "formula": "C2H5NO2S",
  "method": "ωB97M-V/def2-TZVPD",
  "relative_energy_ev": 4.9797,
  "charge": 0,
  "homo_ev": [-8.07, -8.07],
  "gap_ev": [8.3, 8.3],
  "species": ["O", "H", "H", "O", "N", "H", "C", "C", "H", "H", "S"],
  "coordinates": [[0.078, -1.377, -1.299], [1.379, 0.771, 0.537], [-0.279, 1.284, -0.133], [-1.968, -0.928, 1.357], [-0.497, -0.859, 1.462], [-0.385, -1.913, 1.346], [0.326, -0.546, -0.540], [0.676, 0.848, -0.373], [1.952, 1.016, -2.423], [-2.427, -0.178, 1.904], [1.145, 1.881, -1.838]]
}



Record order is preserved below.
Strongest force on any atom: 0.31289 0.13468 0.04168 0.11250 0.02625 0.04085 0.01801 0.15755 0.09280 0.13844 0.01393 0.07537 Eh/bohr